1.
132
Properties=species:S:1:pos:R:3:forces:R:3 method="wB97M-V/def2-TZVPD" multiplicity=2 fmax_ha_per_bohr=0.05407 homo_ev="0.251 / -0.312" orbital_gap_ev="3.3 / 3.9" e_above_lowest_kj_mol=176.9 total_charge=-2
Ti -0.511512 -1.124361 -0.156635 0.1 -2.8 -0.3
C 0.659352 1.690801 -5.588017 -0.1 0.0 -0.1
C 1.331170 2.005275 -4.262679 -0.1 -0.1 0.2
C 2.367414 3.098171 -4.408020 0.1 0.1 0.0
O 0.382253 2.415362 -3.280856 0.0 0.0 0.0
C 0.155614 1.364008 -2.337131 0.1 -0.1 -0.2
C 1.123910 0.235636 -2.756073 0.0 0.3 0.0
O 1.951758 0.848643 -3.758827 0.1 -0.1 0.2
C 1.998751 -0.358160 -1.606193 0.1 0.2 0.0
O 1.203688 -0.403691 -0.456589 1.3 0.5 -0.4
C 3.246318 0.534842 -1.322518 -0.3 -0.1 0.1
C 4.532090 0.020324 -1.221493 0.3 0.0 0.0
C 5.619264 0.829809 -0.884461 -0.1 -0.4 -0.1
C 5.443439 2.177929 -0.646145 0.1 0.2 0.0
C 4.168889 2.712223 -0.752707 -0.3 0.0 0.0
C 3.092590 1.895020 -1.082663 0.1 0.4 0.1
C 2.512076 -1.743690 -2.036894 0.0 0.2 -0.1
C 2.984976 -1.965056 -3.329060 0.0 -0.1 0.0
C 3.520092 -3.198667 -3.687366 0.0 0.1 0.1
C 3.592516 -4.223794 -2.753558 0.0 0.0 0.1
C 3.124286 -4.004880 -1.464076 0.0 0.0 0.0
C 2.584950 -2.774951 -1.115111 0.1 -0.1 0.1
C -1.338268 0.980084 -2.237492 0.0 -0.2 -0.2
O -1.445783 -0.097675 -1.371104 -0.6 1.5 -0.5
C -2.158236 2.146721 -1.657032 0.1 -0.2 -0.3
C -3.526834 1.951062 -1.512334 -0.3 0.0 0.1
C -4.331504 2.915376 -0.925802 0.0 -0.2 -0.1
C -3.774830 4.105105 -0.478323 0.0 0.1 0.1
C -2.418638 4.318165 -0.633808 0.3 -0.2 -0.1
C -1.612768 3.340535 -1.226362 0.0 0.5 0.2
C -1.909952 0.572406 -3.598442 0.0 0.1 0.1
C -2.407980 1.498335 -4.511835 0.0 0.0 0.0
C -2.938136 1.078823 -5.725583 0.1 0.1 0.1
C -2.971004 -0.272954 -6.038829 0.0 -0.1 -0.1
C -2.467888 -1.197667 -5.135456 0.1 0.0 0.1
C -1.943152 -0.779761 -3.913744 0.0 -0.2 -0.2
H 0.043177 2.534781 -5.910673 0.1 -0.1 0.0
H 0.022023 0.809070 -5.495337 0.0 0.1 0.0
H 1.428903 1.492886 -6.339594 -0.1 0.0 0.0
H 1.878046 4.025940 -4.717601 0.1 -0.1 0.0
H 3.105520 2.812221 -5.161497 0.0 0.0 0.1
H 2.874880 3.252551 -3.456066 0.0 0.0 0.0
H 0.409647 1.704768 -1.339726 0.1 0.1 0.2
H 0.577229 -0.606090 -3.175808 -0.1 -0.1 -0.1
H 4.701340 -1.032885 -1.401967 0.0 0.0 0.0
H 6.606690 0.387748 -0.807187 0.0 0.0 0.0
H 6.287200 2.807976 -0.382917 0.0 0.0 0.0
H 4.003583 3.771227 -0.578202 0.0 0.0 0.0
H 2.115292 2.348053 -1.158852 0.0 0.0 0.0
H 2.943586 -1.169587 -4.063353 0.0 0.0 0.0
H 3.876754 -3.356204 -4.699863 0.0 0.0 0.0
H 3.997078 -5.191131 -3.031343 0.0 0.0 0.0
H 3.133560 -4.805503 -0.733788 0.0 0.0 0.0
H 2.200022 -2.615555 -0.117713 -0.1 0.0 0.0
H -3.954568 1.012833 -1.850661 0.0 0.0 0.0
H -5.394126 2.733596 -0.810300 0.0 0.0 0.0
H -4.398291 4.860844 -0.013505 0.0 0.0 0.0
H -1.971816 5.244201 -0.290013 0.0 0.0 0.0
H -0.554644 3.536201 -1.349243 -0.1 0.0 0.0
H -2.370930 2.555886 -4.274152 0.0 0.0 0.0
H -3.319602 1.809762 -6.430586 0.0 0.0 0.0
H -3.399023 -0.602653 -6.980137 0.0 0.0 0.0
H -2.480550 -2.256589 -5.371100 0.0 0.0 0.0
H -1.555164 -1.506103 -3.196199 -0.1 0.0 -0.1
C -1.847717 1.853794 4.731235 0.2 0.1 0.0
N -1.025131 2.809844 3.994555 0.0 -0.1 0.1
C -0.271765 3.788554 4.764384 -0.1 -0.1 -0.1
C 1.050210 3.964961 3.999287 0.0 -0.1 -0.1
N 0.992180 2.942445 2.984181 -0.1 -0.1 0.0
C 1.804426 3.051030 1.802334 0.1 0.0 0.0
C -0.284498 2.393637 2.875971 0.0 0.2 0.1
N -0.634360 1.681231 1.894390 -0.1 -0.1 -0.1
C -1.996199 1.189036 1.791589 0.1 0.1 -0.1
C -2.151630 -0.284202 2.195864 -0.1 0.0 -0.4
N -2.131148 -1.232238 1.066068 -1.0 0.5 0.3
C -3.317568 -1.765487 0.737987 0.4 -0.3 0.5
N -4.555036 -1.408813 1.360481 0.1 -0.1 -0.1
C -5.200422 -0.223818 0.823388 0.0 0.0 0.1
C -5.407400 -2.605210 1.375679 0.1 0.1 0.0
C -4.442308 -3.738070 1.023986 0.0 0.1 -0.1
N -3.402336 -3.090827 0.201483 0.0 0.0 0.0
C -3.740320 -3.150170 -1.227880 -0.1 0.0 0.0
H -1.519132 1.817254 5.774433 0.0 0.0 0.0
H -1.745200 0.854214 4.317232 0.0 0.0 0.0
H -2.905994 2.116746 4.718615 0.0 0.1 0.0
H -0.102950 3.432851 5.784235 0.0 -0.1 0.0
H -0.814594 4.733019 4.834460 0.0 0.1 0.1
H 1.915904 3.818249 4.650455 0.1 0.1 0.0
H 1.137235 4.967018 3.558689 -0.1 0.0 -0.1
H 1.604930 3.986744 1.250216 0.0 -0.1 0.0
H 1.579315 2.204169 1.158757 0.0 0.0 0.0
H 2.864886 3.020460 2.064339 0.0 0.0 0.0
H -2.280950 1.261104 0.746171 -0.1 0.1 -0.1
H -2.706048 1.810474 2.351621 0.0 0.0 0.1
H -3.088336 -0.369210 2.731556 -0.2 -0.3 0.2
H -1.356427 -0.594292 2.867693 0.1 0.0 0.1
H -6.072512 0.033879 1.433040 0.0 0.0 0.0
H -5.535882 -0.364579 -0.218819 0.0 0.0 0.0
H -4.511454 0.620427 0.843440 0.0 0.0 0.0
H -6.220308 -2.502112 0.643627 0.0 0.0 -0.1
H -5.849766 -2.760247 2.363353 0.0 0.1 0.0
H -4.909970 -4.552179 0.471379 0.0 0.0 0.0
H -3.978840 -4.126759 1.929848 0.1 0.0 0.1
H -4.804304 -2.917906 -1.399262 0.0 0.0 0.0
H -3.522594 -4.153306 -1.600505 0.0 0.0 0.0
H -3.123276 -2.445802 -1.776588 0.0 0.0 0.0
S -1.174768 -6.363557 0.919112 -0.1 0.3 -0.2
Sb -0.928394 -4.100047 1.324228 -0.1 -0.9 1.2
S -2.020434 -3.764133 3.440177 0.1 0.1 -0.2
S -0.564820 -2.980755 -1.427097 0.3 0.9 0.1
C 4.333295 -2.387826 1.852965 0.0 0.0 0.0
C 3.823603 -0.955422 1.975598 0.0 0.0 0.0
C 3.086378 -0.745548 3.299561 0.2 -0.1 -0.1
S 1.288170 -0.701273 3.072117 -0.6 -0.2 -0.5
O 0.882916 -1.643687 1.955296 0.3 0.5 0.3
C 0.850106 -1.552036 4.589759 0.0 -0.1 0.1
C 1.375710 -2.988082 4.695129 0.1 0.0 0.0
C 2.254592 -3.227925 5.926063 -0.1 0.0 0.0
H 4.908966 -2.528335 0.935964 0.0 0.0 0.0
H 3.499754 -3.094314 1.831659 0.0 0.0 0.0
H 4.973647 -2.643431 2.704458 0.0 0.0 0.0
H 3.146492 -0.733220 1.144895 0.0 0.0 0.0
H 4.655186 -0.252061 1.895608 0.0 0.0 0.0
H 3.305402 0.223344 3.758767 0.0 0.0 0.0
H 3.332734 -1.533466 4.013427 0.0 0.1 -0.1
H -0.245424 -1.551245 4.589072 0.0 -0.1 0.0
H 1.221198 -0.897540 5.391530 -0.1 -0.1 0.0
H 1.915656 -3.255905 3.779913 0.0 0.0 0.1
H 0.509687 -3.650762 4.695004 -0.1 0.0 0.0
H 3.258068 -2.799496 5.822123 -0.1 0.0 0.0
H 2.371690 -4.299335 6.109288 0.0 0.1 0.0
H 1.803134 -2.787513 6.822990 0.0 -0.1 -0.1

---

2.
118
Properties=species:S:1:pos:R:3:forces:R:3 method="wB97M-V/def2-TZVPD" multiplicity=1 fmax_ha_per_bohr=0.04409 homo_ev=-1.514 orbital_gap_ev=4.5 e_above_lowest_kj_mol=285.5 total_charge=-2
Ca -0.022980 0.278588 -0.377548 -0.6 -1.7 1.2
C 2.668228 2.314210 -6.044120 0.0 0.0 0.0
C 1.355184 2.571982 -6.428071 0.0 0.0 0.0
C 0.282189 2.038382 -5.721806 -0.2 0.0 0.0
C 0.558635 1.251767 -4.622096 0.4 0.1 0.0
C -0.303615 0.612332 -3.598146 -0.2 -0.5 0.0
N 0.464286 -0.025922 -2.691653 0.1 0.1 -0.3
C 1.777326 0.118527 -3.050189 0.3 -0.2 0.3
N 2.782378 -0.411539 -2.437483 0.0 0.2 -0.7
C 2.530600 -1.340434 -1.477457 -0.3 -0.8 0.1
C 2.014945 -2.617174 -1.659233 0.1 0.4 0.2
C 1.986252 -3.378324 -2.861036 0.0 -0.2 -0.2
C 2.451528 -4.653187 -2.837468 -0.1 0.2 -0.2
C 3.100277 -5.132853 -1.639232 0.1 0.1 0.2
C 3.073522 -4.451016 -0.478735 0.1 -0.1 0.1
C 2.115614 -3.300877 -0.326534 0.0 -0.2 -0.1
C 2.451193 -2.083389 0.516655 0.0 -0.1 -0.3
N 2.018892 -2.234857 1.788001 0.2 -0.2 -0.1
C -0.409809 -2.482900 1.985535 -0.1 -0.4 0.3
N -0.944848 -1.833942 0.942827 -0.2 0.2 -0.2
C -2.215632 -1.450783 1.293671 0.5 -0.4 0.6
N -3.197756 -0.968550 0.510794 -0.3 0.3 -0.8
C -3.115165 -0.534173 -0.704136 -0.4 -0.2 0.9
N -1.984122 -0.248820 -1.447132 -0.5 -0.1 -1.3
C -2.368129 0.200100 -2.637959 0.1 -0.4 0.6
N -1.607079 0.661770 -3.654389 0.1 0.4 -0.3
C -3.831018 0.200958 -2.741446 -0.3 -0.1 0.2
C -4.700303 0.539625 -3.765251 0.1 0.0 0.0
C -6.061412 0.415743 -3.528264 0.0 0.0 0.0
C -6.536734 -0.042875 -2.295968 0.0 0.0 0.0
C -5.665293 -0.382284 -1.271857 0.0 0.0 0.1
C -4.305189 -0.247389 -1.503908 0.0 0.2 -0.5
C -2.464513 -1.823958 2.652748 0.3 0.0 -0.4
C -3.557506 -1.622372 3.496826 -0.1 0.0 0.2
C -3.471904 -2.065288 4.798132 -0.2 0.1 -0.1
C -2.306057 -2.697450 5.269538 0.3 -0.1 0.0
C -1.222250 -2.913810 4.446766 -0.2 0.0 0.2
C -1.293094 -2.482938 3.110390 0.1 0.1 -0.3
N 2.823216 -1.041066 -0.139251 0.1 0.3 0.4
C 1.875415 0.979563 -4.248306 -0.2 0.3 -0.2
C 2.943305 1.502461 -4.948925 0.1 -0.1 0.1
H 3.482496 2.761375 -6.601557 0.0 0.0 0.0
H 1.167541 3.212615 -7.281734 0.0 0.0 0.0
H -0.741124 2.246129 -6.006908 0.0 0.0 0.1
H 1.659648 -2.906853 -3.781741 0.0 -0.1 0.0
H 2.453946 -5.267761 -3.728578 0.0 0.0 0.0
H 3.666459 -6.056035 -1.702583 0.0 0.0 0.1
H 3.583459 -4.807183 0.411215 0.0 0.0 0.0
H -4.318431 0.894278 -4.714545 0.0 0.0 0.0
H -6.770703 0.677135 -4.305409 0.0 0.0 0.0
H -7.605816 -0.139162 -2.143044 0.0 0.0 0.0
H -6.024770 -0.741078 -0.315379 0.0 0.0 0.0
H -4.436584 -1.109831 3.125698 0.0 0.0 0.0
H -4.303813 -1.918530 5.477913 0.0 0.0 0.0
H -2.252369 -3.012639 6.306084 0.0 0.0 0.0
H -0.333419 -3.387194 4.838780 0.0 0.0 0.1
H 3.960543 1.291210 -4.642846 0.0 0.0 0.0
O 2.872958 -5.083980 5.881654 -0.1 0.2 -0.1
N 2.460496 -5.248094 4.739772 0.3 -0.7 0.7
O 2.473427 -6.347475 4.220010 -0.1 0.1 -0.4
C 1.951247 -4.100656 3.985369 -0.2 1.3 -0.1
C 2.271327 -2.900698 4.542257 0.1 -0.9 0.0
C 1.993863 -1.563427 4.083921 0.0 0.5 -0.3
C 1.913718 -0.512676 5.005619 -0.1 -0.2 -0.1
C 1.605068 0.758566 4.573708 0.1 -0.1 0.0
C 1.388299 0.973001 3.215048 0.0 0.1 0.4
N 1.534361 0.004879 2.315643 -0.1 -0.1 -0.2
C 1.847754 -1.204043 2.735058 0.2 0.1 0.4
C 0.907217 -3.226513 1.808350 -0.5 0.3 0.0
N 0.950738 -3.784197 0.446727 0.2 0.3 0.2
C 0.285913 -4.926981 0.213628 -0.1 -0.2 0.0
C -0.155408 -5.692413 1.250115 -0.2 0.0 -0.2
C 0.420464 -5.468986 2.533072 0.2 0.4 0.2
C 1.123375 -4.333679 2.810338 0.0 -0.5 -0.2
H 2.778363 -2.959590 5.494986 0.1 0.0 0.0
H 2.068395 -0.724765 6.057353 0.0 0.0 0.0
H 1.518076 1.576660 5.275547 -0.1 0.0 0.0
H 1.081188 1.934253 2.816686 0.1 -0.2 0.1
H 0.173309 -5.209426 -0.825486 0.0 0.0 0.0
H -0.766737 -6.562920 1.067131 0.0 0.0 0.0
H 0.366382 -6.268502 3.254284 0.1 -0.1 0.0
Br 6.863633 5.649230 -1.842210 0.0 0.0 0.0
C 5.338835 4.684314 -1.198896 0.1 0.1 0.0
C 4.447637 5.331848 -0.361254 0.0 0.0 0.0
C 3.352631 4.621415 0.109874 0.0 0.0 0.0
C 3.151207 3.299758 -0.265353 -0.2 -0.1 0.0
C 4.054218 2.678097 -1.119265 0.0 0.0 0.0
C 5.165720 3.367835 -1.585524 0.0 0.0 0.0
C 1.937714 2.534641 0.262774 0.4 0.3 -0.1
O 1.407036 2.967381 1.288540 0.1 0.2 -0.3
O 1.609200 1.524049 -0.425321 1.6 1.6 0.0
H 4.606404 6.364457 -0.081440 0.0 0.0 0.0
H 2.634675 5.078701 0.778573 0.0 0.0 0.0
H 3.871028 1.649526 -1.410209 0.0 0.0 0.0
H 5.883726 2.890546 -2.239184 0.0 0.0 0.0
C -2.663657 3.042590 3.881905 0.0 0.1 0.2
C -2.852220 3.962460 2.855613 0.0 -0.1 0.0
C -2.413127 3.706052 1.570032 0.1 -0.1 0.0
C -1.753843 2.490585 1.240451 -0.1 0.3 -0.1
C -1.525320 1.601368 2.321497 -0.1 0.1 -0.2
C -1.979295 1.864016 3.595887 0.0 0.0 0.0
N -1.272891 2.182562 0.008318 -0.3 0.2 0.3
C -1.625912 2.938299 -1.092449 -0.1 0.3 0.2
C -0.633147 3.419116 -1.965129 -0.1 0.0 0.1
C -0.959436 4.186294 -3.070169 0.0 -0.1 -0.1
C -2.285048 4.465578 -3.375275 0.0 0.1 -0.1
C -3.283745 3.961362 -2.550710 0.0 0.0 0.0
C -2.965023 3.224487 -1.424259 0.1 -0.1 -0.1
H -3.022392 3.248050 4.884070 0.0 0.0 0.0
H -3.345128 4.906878 3.067879 0.0 0.0 0.0
H -2.543072 4.454634 0.800193 0.0 0.0 0.0
H -0.961415 0.696429 2.125299 -0.2 -0.1 0.1
H -1.798454 1.139648 4.384198 0.0 0.0 0.0
H 0.401171 3.191464 -1.740592 0.0 0.0 0.0
H -0.168314 4.562561 -3.709199 0.0 0.0 0.0
H -2.535665 5.063071 -4.245100 0.0 0.0 0.0
H -4.326585 4.143471 -2.790558 0.0 0.0 0.0
H -3.750580 2.824581 -0.793441 0.0 0.0 0.0

---

3.
16
Properties=species:S:1:pos:R:3:forces:R:3 method="wB97M-V/def2-TZVPD" smiles="C=C=CCCC" multiplicity=1 fmax_ha_per_bohr=0.04341 homo_ev=-9.306 orbital_gap_ev=10.5 e_above_lowest_kj_mol=287.9
C 0.518610 1.179205 1.502384 0.9 0.6 0.7
C 1.419494 1.063579 0.554289 -0.4 0.0 0.1
C 1.711096 0.723350 -0.667195 -1.4 -0.4 -0.1
C 0.302878 0.169849 -1.276236 2.1 0.6 0.3
C -0.886906 -0.139824 -0.352167 -0.7 -0.6 -1.7
C -0.885314 -1.411157 0.510966 0.1 0.0 -0.2
H -0.088936 2.074405 1.574624 0.1 0.1 0.1
H 0.405126 0.435087 2.281587 0.1 0.1 0.0
H 2.669224 0.811209 -1.214913 -0.9 -0.1 0.4
H 0.504990 -0.779180 -1.789193 0.1 0.3 -0.2
H -0.072481 0.915858 -1.995742 0.4 -0.3 0.0
H -1.403174 -0.416552 -1.292375 -1.3 -0.3 0.8
H -1.500962 0.680366 0.052408 0.8 -0.1 -0.1
H -0.576284 -1.330769 1.560410 0.0 0.3 -0.4
H -1.897134 -1.835422 0.512957 0.2 0.0 0.0
H -0.220226 -2.140011 0.038191 -0.1 -0.1 0.1

---

4.
6
Properties=species:S:1:pos:R:3:forces:R:3 method="wB97M-V/def2-TZVPD" smiles="O=S1#CN1O" multiplicity=1 fmax_ha_per_bohr=0.11850 homo_ev="-9.690 / -9.690" orbital_gap_ev="9.0 / 9.0" e_above_lowest_kj_mol=513.1
O -2.030263 -0.762545 -0.097619 0.2 0.4 0.8
S -1.070535 -0.303414 0.913123 0.2 -0.6 -1.3
C -0.417267 1.455374 0.538946 2.6 -1.7 -1.9
N 0.275192 0.366636 0.123829 -1.3 -0.6 1.0
O 1.222883 -0.571541 -0.676012 -5.8 -0.3 1.7
H 2.019990 -0.184510 -0.802267 4.1 2.8 -0.4